The molecule C16H23N5O2 at a distorted geometry. Source: the OMol25 dataset; level of theory: the ωB97M-V functional and the def2-TZVPD basis.

Last column: Löwdin charge in e.
Geometry (Å):
C  -4.009  -2.492  0.633  -0.08
C  -2.819  -2.982  -0.203  -0.25
N  -1.761  -2.050  -0.510  -0.19
C  -0.904  -1.607  0.565  -0.15
C  -1.336  -0.287  1.216  -0.16
N  -1.442  0.733  0.184  -0.19
C  -1.644  2.065  0.719  -0.19
C  -0.357  2.594  1.390  -0.08
C  0.856  1.899  0.883  -0.31
N  1.625  1.173  1.642  0.17
C  2.595  0.666  0.822  -0.21
C  3.658  -0.176  1.101  0.09
C  4.475  -0.528  0.037  -0.16
N  5.589  -1.399  0.277  -0.37
O  6.298  -1.690  -0.667  0.07
O  5.765  -1.799  1.410  0.07
C  4.256  -0.067  -1.270  0.00
C  3.202  0.770  -1.556  0.00
C  2.374  1.135  -0.502  -0.15
N  1.268  1.932  -0.425  -0.01
C  0.638  2.609  -1.521  0.00
C  -2.466  0.339  -0.766  -0.18
C  -2.040  -0.978  -1.433  -0.16
H  -4.535  -1.684  0.131  0.06
H  -3.684  -2.151  1.612  0.06
H  -4.708  -3.314  0.775  0.07
H  -3.196  -3.356  -1.161  0.11
H  -2.352  -3.824  0.317  0.11
H  -0.841  -2.390  1.321  0.12
H  0.098  -1.452  0.144  0.12
H  -0.577  0.010  1.939  0.11
H  -2.297  -0.406  1.747  0.12
H  -1.917  2.714  -0.117  0.11
H  -2.473  2.102  1.447  0.13
H  -0.275  3.670  1.222  0.12
H  -0.384  2.422  2.465  0.12
H  3.849  -0.547  2.095  0.13
H  4.934  -0.390  -2.044  0.12
H  3.032  1.118  -2.563  0.11
H  0.231  3.562  -1.184  0.10
H  -0.170  1.999  -1.931  0.09
H  1.376  2.797  -2.300  0.09
H  -2.561  1.113  -1.534  0.12
H  -3.449  0.226  -0.276  0.11
H  -2.806  -1.300  -2.141  0.12
H  -1.114  -0.781  -1.989  0.12

The max |F| comes out at 1.30 eV Å⁻¹. The calculation puts the frontier orbital gap at 0.29793 Ha. As for the SMILES: CCN1CCN(CCc2nc3cc([N+](=O)[O-])ccc3n2C)CC1. As for the electronic energy: -28508.4222 eV. The value obtained for the relative energy (zero: lowest compared OMol25 entry of this formula, charge and spin) is 258.26 kJ/mol. The calculation puts the HOMO energy at -8.14 eV.